1.
Entry from the OMol25 dataset: a structure of composition C8H9F6N4O4S2Zn (ωB97M-V with the def2-TZVPD basis set).

The geometry in ORCA input format:
```
! RIJCOSX wB97M-V def2-TZVPD def2/J DEFGRID3
* xyz 0 2
Zn 0.051 2.628 2.167
S -1.925 0.137 2.286
S -0.243 -0.011 0.292
F 0.584 -2.020 1.892
F -4.365 -0.417 1.155
F 2.194 -0.707 1.507
F 1.431 -2.039 0.003
F -4.287 1.547 1.887
F -3.313 1.081 -0.001
O -2.137 0.789 3.591
O 0.454 0.748 -0.703
O -1.301 -0.760 -0.311
O -1.866 -1.324 2.337
N -1.675 -4.081 -2.325
N 2.137 2.244 1.409
N -0.609 0.960 1.478
N 0.552 1.578 -4.678
C 3.241 2.029 1.490
C 1.094 -1.216 0.995
C 1.515 1.482 -3.944
C 4.643 1.650 1.563
C -2.640 -3.524 -1.949
C 2.703 1.348 -3.067
C -3.913 -2.936 -1.390
C -3.582 0.654 1.215
H 2.546 0.646 -2.248
H 2.819 2.290 -2.533
H 5.329 2.441 1.264
H -4.513 -3.657 -0.835
H -4.530 -2.363 -2.082
H 4.994 1.560 2.591
H 3.553 0.976 -3.640
H 4.775 0.713 1.022
H -3.712 -2.448 -0.436
*
```

Results
strongest force on any atom: 6.92 eV/A
gap between HOMO and LUMO (alpha / beta): 8.194 / 9.305 eV
<S²>: 0.751
E_HOMO (alpha / beta): -8.49 / -10.96 eV
lowest unoccupied orbital energy (alpha / beta): -0.01090 / -0.06064 Eh


2.
Entry from the OMol25 dataset: a structure of composition C3H12O3 (ωB97M-V with the def2-TZVPD basis set).

The geometry in ORCA input format:
```
! RIJCOSX wB97M-V def2-TZVPD def2/J DEFGRID3
* xyz -1 2
O -2.425 0.162 2.833
O -0.013 -0.145 1.760
O -1.837 -0.067 -0.237
C 0.753 -1.384 -1.241
C 1.006 1.142 -1.482
C 1.606 -0.192 -1.114
H 0.024 -1.394 -2.038
H 0.221 1.412 -0.765
H 0.578 1.161 -2.488
H -2.432 0.462 0.301
H 0.908 0.098 1.647
H 1.229 -2.346 -1.159
H 1.753 1.947 -1.462
H -1.135 -0.374 0.387
H -1.462 0.058 2.586
H 0.975 -0.584 -0.142
H -2.435 0.354 3.773
H 2.685 -0.310 -1.157
*
```

Results
strongest force on any atom: 2.53 eV/A
gap between HOMO and LUMO (alpha / beta): 6.998 / 8.105 eV
<S²>: 0.755
E_HOMO (alpha / beta): -2.82 / -3.99 eV
lowest unoccupied orbital energy (alpha / beta): 0.15346 / 0.15109 Eh


3.
Entry from the OMol25 dataset: a cluster of 10 separate species, C32H90N6O10 in total (ωB97M-V with the def2-TZVPD basis set).

The geometry in ORCA input format:
```
! RIJCOSX wB97M-V def2-TZVPD def2/J DEFGRID3
* xyz 0 1
O 0.742 12.157 2.618
O -3.321 22.411 3.801
O -3.219 12.555 10.360
O -7.786 17.070 -0.947
O -12.779 13.089 4.484
O -7.924 19.312 0.534
O -8.089 15.668 2.090
O -3.169 16.525 1.337
O -7.867 8.867 5.458
O -8.729 17.291 7.936
N -11.225 16.447 9.145
N -7.245 9.638 2.813
N -3.536 15.207 7.811
N -5.666 16.958 2.622
N -2.188 18.837 3.661
N -0.109 14.423 4.392
C -0.727 13.143 4.222
C -5.224 13.656 8.300
C -3.303 21.005 4.148
C -11.486 12.682 4.672
C -6.978 17.140 -2.130
C -3.619 23.350 4.853
C -5.419 15.904 4.791
C 0.917 11.526 1.366
C -10.524 14.192 9.199
C -7.658 15.718 3.483
C -2.877 13.383 9.252
C -9.494 15.212 1.994
C -9.152 20.668 2.068
C -10.000 15.613 9.118
C -2.177 13.567 4.346
C -6.785 8.358 6.314
C -2.399 20.190 3.148
C -2.127 11.974 10.966
C -9.062 15.930 7.936
C -7.817 17.051 -3.368
C -2.990 20.259 1.753
C -8.926 19.324 1.450
C -10.825 13.783 5.520
C -3.970 14.222 0.761
C -6.631 11.918 3.565
C -6.781 10.451 3.986
C -0.541 12.660 2.784
C -4.013 14.348 8.858
C -6.122 15.912 3.363
C -7.462 17.690 8.602
C -7.730 10.242 5.195
C -3.217 15.486 0.325
H -7.919 16.201 -0.560
H -9.791 19.015 0.864
H -2.264 15.120 -0.056
H -2.594 12.751 8.410
H -2.270 14.537 3.857
H 0.056 10.902 1.128
H -6.037 16.409 5.533
H -7.697 17.623 9.664
H -10.079 16.038 2.400
H -1.399 12.001 2.655
H -9.417 15.981 9.963
H -8.583 17.826 -3.338
H -2.817 18.227 3.160
H -7.047 7.362 6.670
H -1.433 20.680 3.028
H -5.845 8.444 5.768
H -7.604 12.372 3.379
H -10.511 14.547 4.809
H -2.898 12.880 3.905
H -4.077 20.350 1.766
H -7.190 17.175 -4.251
H -4.997 13.160 7.357
H -11.593 14.112 6.220
H -5.381 14.849 5.062
H -2.969 20.796 5.164
H -2.498 21.136 1.334
H -8.163 15.314 7.965
H -6.144 12.582 4.279
H -3.093 14.871 6.967
H -2.820 15.806 8.195
H -9.500 15.601 6.994
H -3.586 24.402 4.571
H -0.743 13.397 2.006
H -6.450 9.442 2.222
H -10.744 13.973 10.244
H -7.523 8.744 3.192
H -1.350 11.714 10.248
H -7.410 10.875 6.023
H 1.044 12.194 0.514
H -9.835 13.434 8.828
H -1.994 13.958 9.527
H -3.530 15.982 -0.593
H -6.071 17.793 3.021
H -2.544 13.772 5.352
H -11.189 12.683 3.624
H -9.627 21.336 1.350
H -9.703 15.077 0.933
H -7.965 14.923 4.163
H 0.857 14.126 4.369
H -5.049 14.372 0.798
H -8.246 21.055 2.534
H -8.780 18.564 2.218
H -6.096 11.998 2.618
H -3.782 13.388 0.086
H -9.894 20.594 2.863
H -0.344 12.399 4.921
H -5.719 12.934 8.950
H -6.205 16.879 1.772
H -9.822 14.294 2.483
H -7.945 18.581 -0.088
H -11.521 14.068 8.776
H -8.701 10.577 4.830
H -2.556 11.125 11.498
H -8.358 16.115 -3.506
H -6.696 8.994 7.195
H -7.089 18.696 8.405
H -6.137 16.459 -2.262
H -3.911 16.545 1.946
H -2.846 19.287 1.282
H -6.764 16.880 8.393
H -11.096 17.374 8.768
H -5.702 15.067 2.818
H -11.430 16.664 10.110
H -2.733 23.224 5.475
H -5.759 10.156 4.223
H -5.990 14.394 8.060
H -1.473 12.600 11.572
H -0.278 14.884 5.274
H -4.419 16.328 4.692
H -13.200 12.227 4.524
H -9.985 13.224 5.934
H -4.363 14.982 9.673
H -6.597 18.159 -2.059
H -1.319 18.439 3.334
H 1.847 10.958 1.386
H -3.661 13.904 1.756
H -4.331 20.643 4.195
H -7.948 16.661 3.946
H -11.380 11.683 5.093
H -4.366 23.057 5.591
*
```

Results
strongest force on any atom: 5.50 eV/A
gap between HOMO and LUMO: 9.248 eV
E_HOMO: -8.87 eV
lowest unoccupied orbital energy: 0.01386 Eh


What did the first record say?
Entry from the OMol25 dataset: a structure of composition C8H9F6N4O4S2Zn (ωB97M-V with the def2-TZVPD basis set).

The geometry in ORCA input format:
```
! RIJCOSX wB97M-V def2-TZVPD def2/J DEFGRID3
* xyz 0 2
Zn 0.051 2.628 2.167
S -1.925 0.137 2.286
S -0.243 -0.011 0.292
F 0.584 -2.020 1.892
F -4.365 -0.417 1.155
F 2.194 -0.707 1.507
F 1.431 -2.039 0.003
F -4.287 1.547 1.887
F -3.313 1.081 -0.001
O -2.137 0.789 3.591
O 0.454 0.748 -0.703
O -1.301 -0.760 -0.311
O -1.866 -1.324 2.337
N -1.675 -4.081 -2.325
N 2.137 2.244 1.409
N -0.609 0.960 1.478
N 0.552 1.578 -4.678
C 3.241 2.029 1.490
C 1.094 -1.216 0.995
C 1.515 1.482 -3.944
C 4.643 1.650 1.563
C -2.640 -3.524 -1.949
C 2.703 1.348 -3.067
C -3.913 -2.936 -1.390
C -3.582 0.654 1.215
H 2.546 0.646 -2.248
H 2.819 2.290 -2.533
H 5.329 2.441 1.264
H -4.513 -3.657 -0.835
H -4.530 -2.363 -2.082
H 4.994 1.560 2.591
H 3.553 0.976 -3.640
H 4.775 0.713 1.022
H -3.712 -2.448 -0.436
*
```

Results
strongest force on any atom: 6.92 eV/A
gap between HOMO and LUMO (alpha / beta): 8.194 / 9.305 eV
<S²>: 0.751
E_HOMO (alpha / beta): -8.49 / -10.96 eV
lowest unoccupied orbital energy (alpha / beta): -0.01090 / -0.06064 Eh